93
Properties=species:S:1:pos:R:3:forces:R:3:mulliken_charge:R:1 method="wB97M-V/def2-TZVPD" e_lumo_ev=-3.4 homo_energy_ev=-11.2632 relative_energy_ev=0.248 total_charge=+1 energy_ha=-2791.765699 gap_ha=0.28822 multiplicity=1
Ta 0.19014 -0.27753 -0.23673 0.40 0.41 -0.03 1.482
P -1.38035 1.99591 -0.78368 0.03 -0.08 0.23 2.078
O -3.17505 -2.19413 -0.48249 0.02 -0.08 -0.09 -0.631
O 0.46213 0.72815 1.42412 0.00 -0.16 -0.15 -0.628
O 0.47162 -1.09133 -1.97517 -0.09 -0.32 0.13 -0.076
O 0.53057 -2.10867 0.49842 -0.19 -0.25 -0.13 -0.511
O -1.62607 -0.73034 0.13887 -0.14 -0.19 -0.16 1.048
O 1.57688 1.44106 3.22734 -0.01 0.08 -0.05 -0.591
O 2.80076 -3.45090 -5.35441 0.00 -0.03 0.02 -0.452
O 1.27375 1.25109 -1.40484 -0.30 -0.06 -0.05 -0.477
O 2.49062 -3.04527 -0.03451 0.05 0.06 0.08 -0.788
N 2.47236 -0.33242 0.24497 0.12 -0.06 0.03 -0.481
C -1.93105 1.51515 -4.80667 0.01 -0.01 0.00 -0.826
C -1.48219 1.35865 -3.50108 -0.01 0.03 0.01 -0.436
C -2.39925 -0.95057 2.81339 -0.01 -0.01 0.00 0.254
C 2.06059 0.05289 -3.29411 -0.04 -0.15 0.03 0.568
C 1.55627 0.83523 2.20116 0.03 -0.07 0.06 0.564
C -3.33488 3.33681 -4.09985 0.00 0.00 0.00 -0.732
C 2.96810 -0.01535 -4.38197 -0.02 0.04 0.02 -1.104
C 2.50178 -2.35875 -4.66195 -0.01 0.02 -0.01 0.818
C -0.69892 -6.68074 -1.18336 0.03 -0.02 0.00 -0.448
C 2.73372 0.05501 1.64325 -0.09 0.04 -0.04 -0.617
C -4.37795 2.85565 1.89871 0.01 -0.01 0.00 -0.741
C 2.16860 -4.68233 -4.99096 -0.01 -0.02 0.00 -0.799
C -5.33574 1.91455 1.55616 0.00 0.00 0.00 -0.669
C -2.92600 2.02166 0.16806 -0.05 0.07 -0.06 0.920
C -3.57183 -2.98249 2.23557 -0.03 -0.03 -0.03 -0.591
C -0.72904 -4.30022 -0.86281 0.01 -0.05 0.02 0.319
C -3.90434 1.09008 -0.18857 -0.02 0.06 0.03 -0.735
C 0.56093 -4.36035 -0.34641 -0.14 0.06 -0.05 0.574
C -5.10062 1.03578 0.50544 0.00 -0.02 -0.01 -0.587
C 3.19193 -1.18501 -5.04058 0.06 -0.03 -0.08 -1.266
C 0.01527 3.70716 0.91539 0.03 0.00 -0.03 -0.650
C -0.23576 4.49781 -1.34325 -0.02 0.02 0.03 -1.384
C 1.85576 1.24051 -2.52618 0.19 0.20 -0.03 1.233
C -3.38202 -2.31209 4.53246 -0.02 -0.03 -0.02 -0.436
C 2.37741 2.56942 -2.97435 0.02 -0.01 -0.01 -1.412
C -2.59112 -1.64868 0.41179 0.01 0.17 0.18 0.328
C -2.85250 2.50564 -5.10560 -0.01 0.00 0.01 -0.676
C -1.95038 2.19506 -2.49329 0.03 -0.06 0.00 -0.171
C 0.59184 -6.74016 -0.66768 -0.04 -0.01 -0.01 -0.697
C 1.37307 -1.13487 -2.95428 0.00 0.29 0.04 -0.154
C -3.17504 2.91482 1.20553 0.02 -0.06 0.04 -0.648
C -0.48335 3.52487 -0.37679 -0.06 0.05 -0.05 1.425
C 1.27789 -3.12440 0.05067 0.03 0.11 0.09 0.292
C -3.83018 -3.21486 3.57534 0.01 0.04 0.02 -0.745
C 0.75134 4.84000 1.22748 -0.01 -0.02 0.01 -1.035
C 0.99974 5.80137 0.25732 0.00 0.01 -0.02 -0.774
C -1.35469 -5.46268 -1.28986 0.00 0.04 0.01 -1.181
C -2.84948 -1.85515 1.85561 0.06 0.04 -0.01 0.528
C -2.89056 3.18105 -2.79820 -0.03 -0.01 -0.03 -0.334
C -2.67456 -1.18014 4.15201 0.02 0.05 0.01 -1.306
C 1.57426 -2.32573 -3.62812 -0.08 -0.05 0.08 -0.704
C 1.22845 -5.58023 -0.26228 0.05 0.03 0.00 -0.485
C 0.50265 5.63004 -1.02624 0.01 0.01 0.01 -0.548
H -0.16607 2.96755 1.68332 0.01 0.02 0.00 0.641
H 3.90027 -1.25133 -5.85474 -0.01 0.01 0.01 0.482
H -3.58890 -2.49078 5.57976 0.00 0.00 -0.01 0.425
H 3.63362 0.65693 1.74773 0.03 -0.01 -0.01 0.453
H -3.73604 0.40946 -1.01395 0.00 -0.02 -0.02 0.343
H 0.68174 6.38204 -1.78413 0.00 0.00 0.01 0.461
H -1.19362 -7.58954 -1.50203 0.01 0.01 0.00 0.438
H -3.91898 -3.66496 1.47096 0.00 0.00 0.01 0.480
H 3.52324 0.86170 -4.68251 -0.01 0.00 0.02 0.486
H 3.24017 2.83868 -2.35998 0.01 -0.01 -0.01 0.282
H -0.62580 4.38109 -2.34643 0.02 0.01 0.01 0.426
H -6.27050 1.87047 2.09979 0.01 0.00 0.00 0.423
H 2.65809 2.59528 -4.02131 -0.01 0.02 0.01 0.520
H -1.24081 -3.35426 -0.95438 0.00 -0.01 0.01 0.248
H -1.85351 -0.06481 2.51479 0.01 -0.01 0.00 0.565
H 2.78032 -1.30445 0.09241 0.01 -0.02 0.00 0.337
H -3.27768 3.81950 -2.01240 0.00 0.00 -0.01 0.506
H -4.38196 -4.09520 3.87654 0.00 0.00 -0.01 0.435
H 1.09822 -7.69245 -0.58254 0.00 0.01 0.00 0.434
H -4.56320 3.55239 2.70580 0.00 -0.01 -0.01 0.477
H 2.59454 -5.43609 -5.64369 0.01 0.01 -0.01 0.256
H 1.57281 6.68555 0.50441 0.00 -0.01 -0.01 0.421
H 2.23729 -5.60350 0.12857 -0.01 -0.01 0.00 0.467
H 1.60930 3.31538 -2.77711 -0.01 0.01 0.01 -0.007
H -4.06411 4.10207 -4.33140 0.01 -0.01 0.00 0.454
H -2.35643 -5.41164 -1.69657 0.01 0.00 0.01 0.520
H -3.20758 2.62626 -6.12076 0.01 0.00 0.01 0.411
H 1.09115 -4.62418 -5.15021 0.00 0.02 0.00 0.342
H -0.78351 0.56582 -3.26855 0.01 -0.02 0.00 0.481
H 2.85814 -0.83485 2.26052 -0.04 -0.04 -0.02 0.281
H 2.37994 -4.93271 -3.95038 0.01 0.01 0.00 0.366
H -2.44282 3.66200 1.47810 -0.01 0.01 -0.01 0.436
H -1.56825 0.85432 -5.58344 -0.01 0.01 0.00 0.511
H -2.33584 -0.47411 4.89912 0.00 -0.01 -0.01 0.460
H 1.12944 4.96754 2.23357 0.00 0.00 -0.01 0.491
H -5.84920 0.30633 0.22398 0.01 0.01 0.01 0.475
H 1.00756 -3.18942 -3.30958 0.02 0.00 -0.03 0.598
H 2.98081 0.27547 -0.38357 0.08 0.01 0.04 0.270